Record 1
{"formula": "C12H13HgN", "method": "ωB97M-V with the def2-TZVPD basis set", "gap_ev": 7.49, "elements": ["Hg", "C", "H", "H", "H", "H", "H", "C", "C", "C", "C", "N", "C", "C", "C", "C", "C", "C", "C", "H", "H", "H", "H", "H", "H", "H", "H"], "xyz": [[-0.7662, 0.0875, -1.6432], [-0.1569, 0.1441, -4.7813], [0.9215, 0.3080, -4.6758], [-0.4034, -0.9009, -5.0055], [-0.6051, 0.8294, -5.5120], [-0.6839, 0.4267, -3.6811], [-1.3277, 0.9059, -3.0487], [2.8396, 2.1264, 0.7841], [2.6121, 1.6283, 2.0691], [1.5360, 0.7727, 2.2823], [0.6937, 0.4288, 1.2072], [0.9336, 0.9220, -0.0278], [1.9676, 1.7507, -0.2425], [-0.4590, -0.4924, 1.3344], [-0.7903, -1.1028, 2.5756], [-1.8621, -1.9895, 2.6789], [-2.6220, -2.2863, 1.5459], [-2.3041, -1.6801, 0.3064], [-1.2268, -0.7991, 0.2113], [3.6695, 2.7945, 0.5617], [3.2654, 1.8975, 2.8993], [1.3204, 0.3568, 3.2643], [2.1029, 2.1161, -1.2597], [-0.1882, -0.8781, 3.4558], [-2.0947, -2.4495, 3.6454], [-3.4591, -2.9857, 1.6189], [-2.9126, -1.9310, -0.5633]], "forces_ev_per_a": [[-1.999, 1.021, 0.810], [-0.708, 0.231, 1.332], [-0.102, -0.101, -0.250], [0.207, 0.193, -0.179], [0.231, -0.219, -0.002], [2.486, -1.386, -4.820], [-0.875, 0.830, 2.744], [-0.200, -0.039, -0.281], [-0.225, -0.145, -0.182], [-0.240, -0.013, -0.312], [0.760, 0.444, -0.304], [0.636, 0.386, 0.356], [-0.032, -0.304, 0.919], [-0.668, -0.864, 1.014], [0.186, 0.402, -0.567], [0.169, 0.130, -0.108], [0.099, 0.369, -0.540], [-0.174, -0.518, 1.257], [0.316, -0.714, -0.349], [-0.180, -0.156, 0.129], [-0.147, -0.052, -0.249], [0.236, 0.240, -0.217], [-0.059, -0.092, 0.203], [-0.279, -0.149, -0.128], [0.090, 0.176, -0.419], [0.265, 0.232, -0.046], [0.209, 0.096, 0.189]], "nbo_charge": [1.123, -0.940, 0.194, 0.199, 0.206, 0.119, -0.281, -0.267, -0.154, -0.234, 0.195, -0.532, 0.056, -0.060, -0.197, -0.233, -0.199, -0.248, -0.461, 0.226, 0.223, 0.219, 0.205, 0.199, 0.216, 0.213, 0.211]}


Record 2
{"formula": "CH2N2P2", "method": "ωB97M-V with the def2-TZVPD basis set", "gap_ev": [7.48, 7.88], "elements": ["C", "N", "N", "P", "P", "H", "H"], "xyz": [[0.2586, -0.8736, 0.4376], [0.9436, -1.8751, 0.3576], [3.2619, -0.9544, -0.1479], [2.9137, 0.4945, -0.1504], [0.7017, 0.8992, 0.5685], [-0.7820, -0.8277, 0.4938], [-0.0713, 1.3663, -0.7119]], "forces_ev_per_a": [[1.463, 0.986, -0.236], [0.396, -0.827, -0.060], [-0.336, -1.850, 0.277], [-0.191, 2.408, -0.312], [-0.362, 0.728, -1.471], [-2.281, -0.692, 0.174], [1.313, -0.753, 1.627]], "nbo_charge": [-0.338, -0.128, -0.766, 0.773, 0.193, 0.237, 0.030]}


Record 3
{"formula": "CH6NOSi", "method": "ωB97M-V with the def2-TZVPD basis set", "gap_ev": 5.58, "charge": -1, "smiles": "C[SiH2]O[NH-]", "elements": ["C", "Si", "O", "N", "H", "H", "H", "H", "H", "H"], "xyz": [[1.2067, 0.4630, 0.1158], [-0.1369, -0.8588, -0.0023], [-1.7172, -0.4607, 0.2430], [-2.3027, 0.6535, -0.4954], [1.1813, 0.9525, -0.8351], [1.1786, 1.1722, 0.9465], [2.1393, -0.1567, 0.1466], [0.4848, -1.3895, -1.3703], [-0.0262, -1.7949, 1.1307], [-2.0077, 1.4192, 0.1204]], "forces_ev_per_a": [[0.263, -0.907, 0.688], [-0.633, 0.828, -0.537], [1.484, -1.671, 0.451], [-0.077, 1.096, -0.884], [0.080, 0.617, -0.498], [0.026, -0.068, -0.123], [-0.466, 0.555, 0.088], [-1.024, -0.107, 0.917], [0.474, -0.560, -0.013], [-0.127, 0.217, -0.089]], "nbo_charge": [-1.133, 1.470, -0.848, -0.832, 0.227, 0.216, 0.207, -0.276, -0.266, 0.234]}


Which relative energy (zero: lowest compared OMol25 entry of this formula, charge and spin) belongs to each record? In order, 0.0 111.2 64.3 kcal/mol.
Which electronic energy belongs to each record? In order, -18316.4307 -22622.1368 -12547.6217 eV.